Molecular formula: C4H6N2
Method: DFT, ωB97M-V/def2-TZVPD

Properties
Energy relative to the best compared isomer or geometry (same formula, charge and spin) (kcal per mole): 105.6
E_tot (eV): -7221.011
Charge: 0
Molecular weight (g mol⁻¹): 82.1
HOMO-LUMO gap (eV): 9.01

Last column: Mulliken charge in e.
Geometry (Å):
C -2.258 -0.543 -0.059  -0.614
C 1.023 0.728 -0.056  -0.433
C 2.319 0.045 -0.112  -0.255
C 3.465 -0.452 0.092  -0.044
H -1.649 -1.494 -0.322  0.299
H -2.789 -0.960 0.921  0.203
H -3.002 -0.266 -0.838  0.254
H -1.313 1.530 -0.094  0.275
H 0.973 1.796 -0.019  0.389
H 4.462 -0.864 0.226  0.365
N -1.187 0.516 0.255  -0.129
N -0.046 -0.038 0.006  -0.310

---

Molecular formula: C4H6N2O
Method: DFT, ωB97M-V/def2-TZVPD

Properties
Energy relative to the best compared isomer or geometry (same formula, charge and spin) (kcal per mole): 106.1
E_tot (eV): -9268.903
Charge: 0
Molecular weight (g mol⁻¹): 98.1
HOMO-LUMO gap (eV): 8.99

Last column: Mulliken charge in e.
Geometry (Å):
C -0.322 1.144 1.565  0.146
C 0.961 0.015 -1.630  -0.104
C -0.097 -1.074 -1.293  -0.649
C -0.582 -0.945 -0.022  -0.213
H -1.057 -0.160 2.928  0.206
H -0.092 2.203 1.207  0.345
H 0.770 0.409 -2.705  0.232
H 2.039 -0.410 -1.540  0.204
H -0.070 -2.044 -1.698  0.360
H -1.276 -1.433 0.647  0.346
N -0.758 0.875 2.735  -0.643
N -0.140 0.363 0.432  0.109
O 0.622 1.056 -0.626  -0.339

---

Molecular formula: C4H6N2O
Method: DFT, ωB97M-V/def2-TZVPD

Properties
Energy relative to the best compared isomer or geometry (same formula, charge and spin) (kcal per mole): 46.8
E_tot (eV): -9271.472
Charge: 0
Molecular weight (g mol⁻¹): 98.1
HOMO-LUMO gap (eV): 10.86

Last column: Mulliken charge in e.
Geometry (Å):
N 1.093 1.358 -0.749  -0.545
C 0.280 1.965 -0.043  0.145
O -0.874 1.294 0.261  -0.380
C -0.865 -0.054 -0.262  -0.551
C -0.073 -0.993 0.665  -0.260
C -0.058 -2.376 0.172  0.177
N -0.045 -3.467 -0.213  -0.405
H 2.017 1.386 -1.042  0.166
H 0.392 2.969 0.387  0.402
H -0.411 -0.062 -1.256  0.371
H -1.902 -0.379 -0.337  0.370
H 0.964 -0.654 0.753  0.242
H -0.517 -0.986 1.664  0.269

---

Molecular formula: C4H6N2O
Method: DFT, ωB97M-V/def2-TZVPD

Properties
Energy relative to the best compared isomer or geometry (same formula, charge and spin) (kcal per mole): 38.5
E_tot (eV): -9271.834
Charge: 0
Molecular weight (g mol⁻¹): 98.1
HOMO-LUMO gap (eV): 9.25

Last column: Mulliken charge in e.
Geometry (Å):
N -2.115 0.572 -0.494  -0.526
C -0.827 0.157 -0.199  0.910
C -0.474 -1.260 0.047  -0.449
N 0.762 -1.461 0.309  -0.581
C 1.425 -0.187 -0.014  0.379
O 2.600 0.138 0.654  -0.490
C 0.328 0.843 -0.125  -0.951
H -2.851 -0.053 -0.196  0.235
H -2.317 1.532 -0.257  0.245
H -1.181 -2.087 -0.027  0.358
H 1.755 -0.465 -1.023  0.203
H 2.414 0.361 1.573  0.329
H 0.482 1.909 -0.249  0.339

---

Molecular formula: C4H6N2O
Method: DFT, ωB97M-V/def2-TZVPD

Properties
Energy relative to the best compared isomer or geometry (same formula, charge and spin) (kcal per mole): 78.2
E_tot (eV): -9270.111
Charge: 0
Molecular weight (g mol⁻¹): 98.1
HOMO-LUMO gap (eV): 9.91

Last column: Mulliken charge in e.
Geometry (Å):
C 2.163 -0.146 0.580  -1.190
C 0.727 0.301 0.406  -0.171
O -0.055 -0.913 0.313  -0.104
C -1.195 -1.051 -0.320  -0.393
N -1.748 0.158 -0.695  -0.058
C -2.729 0.102 -1.629  0.407
N -3.525 0.067 -2.469  -0.385
H 2.517 -0.635 -0.332  0.301
H 2.819 0.702 0.796  0.371
H 2.230 -0.862 1.403  0.317
H 0.612 0.885 -0.515  0.312
H 0.370 0.891 1.258  0.298
H -1.434 1.087 -0.418  0.296

---

Molecular formula: C4H6N2O
Method: DFT, ωB97M-V/def2-TZVPD

Properties
Energy relative to the best compared isomer or geometry (same formula, charge and spin) (kcal per mole): 19.0
E_tot (eV): -9272.678
Charge: 0
Molecular weight (g mol⁻¹): 98.1
HOMO-LUMO gap (eV): 9.68

Last column: Mulliken charge in e.
Geometry (Å):
C -2.040 0.049 -0.117  -1.145
C -0.550 0.003 0.010  0.415
C 0.438 -0.233 -0.922  -0.365
C 1.639 -0.091 -0.191  0.386
O 2.885 -0.214 -0.696  -0.497
N 1.435 0.197 1.078  -0.941
N 0.086 0.250 1.179  0.315
H -2.427 1.026 0.192  0.306
H -2.527 -0.716 0.498  0.299
H -2.332 -0.117 -1.156  0.283
H 0.319 -0.467 -1.970  0.351
H 3.494 -0.022 0.032  0.362
H -0.326 0.458 2.073  0.231

---

Molecular formula: C4H6N2O
Method: DFT, ωB97M-V/def2-TZVPD

Properties
Energy relative to the best compared isomer or geometry (same formula, charge and spin) (kcal per mole): 80.7
E_tot (eV): -9270.003
Charge: 0
Molecular weight (g mol⁻¹): 98.1
HOMO-LUMO gap (eV): 9.62

Last column: Mulliken charge in e.
Geometry (Å):
C 0.270 -2.071 -0.828  -0.633
O 0.297 -0.732 -1.298  -0.340
C -0.212 0.149 -0.372  0.469
C -0.502 1.579 -0.797  -0.563
N -0.260 2.182 0.370  0.002
C 0.324 1.327 1.350  -0.221
N 0.452 0.136 0.944  -0.428
H 0.934 -2.201 0.033  0.315
H 0.601 -2.709 -1.650  0.240
H -0.747 -2.373 -0.529  0.289
H -1.265 -0.130 -0.116  0.265
H -0.517 3.141 0.569  0.197
H 0.624 1.703 2.323  0.409

---

Molecular formula: C4H6N2O
Method: DFT, ωB97M-V/def2-TZVPD

Properties
Energy relative to the best compared isomer or geometry (same formula, charge and spin) (kcal per mole): 50.0
E_tot (eV): -9271.334
Charge: 0
Molecular weight (g mol⁻¹): 98.1
HOMO-LUMO gap (eV): 10.02

Last column: Mulliken charge in e.
Geometry (Å):
C -0.615 2.206 -0.782  -0.980
C 0.542 0.201 -0.208  0.412
C 0.357 1.454 0.094  -0.252
N -0.701 -1.540 1.318  -0.631
C 0.134 -1.881 0.437  0.662
O 0.706 -3.096 0.359  -0.493
N 0.683 -0.983 -0.524  -0.537
H -1.507 2.559 -0.261  0.278
H -0.936 1.549 -1.596  0.298
H -0.112 3.059 -1.243  0.282
H 0.977 1.901 0.869  0.346
H -0.836 -2.335 1.937  0.248
H 1.308 -3.096 -0.399  0.368

---

Molecular formula: C4H6N2O
Method: DFT, ωB97M-V/def2-TZVPD

Properties
Energy relative to the best compared isomer or geometry (same formula, charge and spin) (kcal per mole): 107.0
E_tot (eV): -9268.864
Charge: 0
Molecular weight (g mol⁻¹): 98.1
HOMO-LUMO gap (eV): 8.72

Last column: Mulliken charge in e.
Geometry (Å):
C -1.087 -1.631 -1.298  -0.713
C -1.236 -0.249 -1.770  0.386
N -1.323 0.858 -2.101  -0.461
C 0.842 1.131 0.259  -0.208
C 1.201 0.959 1.476  0.216
O 1.898 1.142 2.591  -0.462
N 0.158 0.022 1.142  -0.479
H -1.715 -2.295 -1.927  0.321
H -1.368 -1.707 -0.215  0.263
H -0.014 -1.940 -1.350  0.243
H 0.825 1.463 -0.767  0.372
H 2.551 1.849 2.463  0.334
H -0.733 0.398 1.498  0.188

---

Molecular formula: C4H6N2O
Method: DFT, ωB97M-V/def2-TZVPD

Properties
Energy relative to the best compared isomer or geometry (same formula, charge and spin) (kcal per mole): 14.1
E_tot (eV): -9272.890
Charge: 0
Molecular weight (g mol⁻¹): 98.1
HOMO-LUMO gap (eV): 10.22

Last column: Mulliken charge in e.
Geometry (Å):
N 0.046 1.920 0.291  -0.591
C 0.093 0.642 -0.388  0.294
C 1.071 -0.365 0.186  -0.571
C 0.474 -1.530 0.417  -0.338
C -0.976 -1.422 0.039  0.226
O -1.816 -2.300 0.031  -0.617
N -1.145 -0.110 -0.314  -0.154
H 0.184 2.691 -0.347  0.265
H 0.728 1.988 1.034  0.231
H 2.114 -0.111 0.351  0.413
H 0.904 -2.446 0.804  0.432
H 0.347 0.806 -1.446  0.218
H -2.025 0.238 -0.660  0.194

---

Molecular formula: C4H6N2O
Method: DFT, ωB97M-V/def2-TZVPD

Properties
Energy relative to the best compared isomer or geometry (same formula, charge and spin) (kcal per mole): 28.8
E_tot (eV): -9272.253
Charge: 0
Molecular weight (g mol⁻¹): 98.1
HOMO-LUMO gap (eV): 10.77

Last column: Mulliken charge in e.
Geometry (Å):
O -2.175 -1.356 0.765  -0.562
C -1.217 -0.736 0.378  0.483
N -1.164 0.637 0.233  -0.242
C -0.070 1.064 -0.613  -0.544
C 0.806 -0.167 -0.618  -0.024
C 1.191 -0.710 0.686  -0.357
N 0.052 -1.304 -0.039  -0.407
H -2.057 1.105 0.210  0.254
H 0.514 1.892 -0.203  0.262
H -0.418 1.334 -1.619  0.315
H 1.472 -0.283 -1.471  0.352
H 2.057 -1.363 0.712  0.242
H 1.010 -0.115 1.579  0.228

---

Molecular formula: C4H6N2O
Method: DFT, ωB97M-V/def2-TZVPD

Properties
Energy relative to the best compared isomer or geometry (same formula, charge and spin) (kcal per mole): 107.6
E_tot (eV): -9268.834
Charge: 0
Molecular weight (g mol⁻¹): 98.1
HOMO-LUMO gap (alpha / beta) (eV): 7.86 / 7.18

Last column: Mulliken charge in e.
Geometry (Å):
N 1.337 0.450 0.896  -0.613
C 0.277 -0.196 0.272  0.447
C -0.598 0.742 -0.494  0.656
O -0.581 2.009 0.003  -0.544
N -1.312 0.427 -1.494  -0.640
C -0.450 -2.274 -0.589  -0.555
C 0.044 -1.549 0.482  -0.433
H 1.896 1.056 0.306  0.250
H 1.920 -0.160 1.456  0.229
H -0.084 2.016 0.838  0.358
H -1.888 1.229 -1.755  0.271
H -1.168 -1.718 -1.208  0.293
H 0.606 -2.033 1.289  0.282

---

Molecular formula: C4H6N2O
Method: DFT, ωB97M-V/def2-TZVPD

Properties
Energy relative to the best compared isomer or geometry (same formula, charge and spin) (kcal per mole): 43.8
E_tot (eV): -9271.601
Charge: 0
Molecular weight (g mol⁻¹): 98.1
HOMO-LUMO gap (eV): 8.25

Last column: Mulliken charge in e.
Geometry (Å):
N -2.297 -0.455 0.237  -0.510
C -0.950 -0.094 0.061  0.081
C -0.361 1.125 0.023  -0.295
C 1.069 0.931 -0.105  -0.589
C 1.250 -0.402 -0.228  0.265
O 2.311 -1.205 -0.468  -0.497
N 0.046 -1.108 -0.009  -0.389
H -2.693 -0.941 -0.564  0.249
H -2.859 0.367 0.426  0.255
H -0.863 2.082 0.072  0.356
H 1.827 1.697 -0.132  0.416
H 3.118 -0.720 -0.266  0.337
H 0.403 -1.276 0.952  0.321

---

Molecular formula: C4H6N2O
Method: DFT, ωB97M-V/def2-TZVPD

Properties
Energy relative to the best compared isomer or geometry (same formula, charge and spin) (kcal per mole): 155.8
E_tot (eV): -9266.744
Charge: 0
Molecular weight (g mol⁻¹): 98.1
HOMO-LUMO gap (eV): 9.95

Last column: Mulliken charge in e.
Geometry (Å):
C -2.575 -0.541 -0.522  -0.255
C 0.342 -0.885 0.516  -0.357
C 1.574 -0.070 0.011  0.348
C 0.462 1.130 -0.044  -0.363
H -3.458 -0.184 -0.890  0.349
H -2.159 -1.618 -0.211  0.213
H 0.541 -1.430 1.522  0.275
H 0.114 -1.519 -0.334  0.291
H 0.860 2.161 0.248  0.339
H 0.197 0.978 -1.348  0.230
N -1.790 0.489 -0.100  -0.400
N -0.582 0.399 0.864  -0.106
O 2.712 -0.300 -0.512  -0.564

---

Molecular formula: C4H6N2O
Method: DFT, ωB97M-V/def2-TZVPD

Properties
Energy relative to the best compared isomer or geometry (same formula, charge and spin) (kcal per mole): 125.2
E_tot (eV): -9268.071
Charge: 0
Molecular weight (g mol⁻¹): 98.1
HOMO-LUMO gap (alpha / beta) (eV): 7.62 / 7.62

Last column: Mulliken charge in e.
Geometry (Å):
C 0.525 -1.197 -1.311  -0.922
C -0.602 -0.864 -0.379  0.436
O -1.761 -1.068 -0.477  -0.457
H 0.112 -1.056 1.101  0.270
H 0.341 -0.693 -2.264  0.306
H 0.520 -2.275 -1.476  0.319
H 1.485 -0.887 -0.907  0.318
C -0.578 1.953 0.431  -0.280
N -0.137 0.765 0.425  -0.086
C 0.496 0.067 1.520  0.117
N 1.153 0.337 2.482  -0.604
H -1.167 2.298 -0.413  0.261
H -0.387 2.619 1.269  0.321

---

Molecular formula: C4H6N2O
Method: DFT, ωB97M-V/def2-TZVPD

Properties
Energy relative to the best compared isomer or geometry (same formula, charge and spin) (kcal per mole): 28.1
E_tot (eV): -9272.285
Charge: 0
Molecular weight (g mol⁻¹): 98.1
HOMO-LUMO gap (eV): 10.63

Last column: Mulliken charge in e.
Geometry (Å):
O 1.313 2.163 0.727  -0.573
C 0.831 1.179 0.221  0.474
N 1.433 -0.048 0.078  -0.168
C 0.510 -1.112 -0.260  -0.530
C -0.715 -0.301 -0.688  0.028
C -1.487 0.385 0.370  -0.382
N -0.466 1.107 -0.394  -0.359
H 2.339 -0.202 0.491  0.211
H 0.298 -1.756 0.605  0.222
H 0.882 -1.740 -1.074  0.315
H -1.155 -0.509 -1.659  0.327
H -2.505 0.715 0.178  0.231
H -1.279 0.117 1.405  0.205

---

Molecular formula: C4H6N2O
Method: DFT, ωB97M-V/def2-TZVPD

Properties
Energy relative to the best compared isomer or geometry (same formula, charge and spin) (kcal per mole): 28.7
E_tot (eV): -9272.256
Charge: 0
Molecular weight (g mol⁻¹): 98.1
HOMO-LUMO gap (eV): 9.15

Last column: Mulliken charge in e.
Geometry (Å):
C -0.889 0.676 -1.871  -0.737
O 0.477 0.521 -1.535  -0.375
C 0.602 0.106 -0.257  0.698
C -0.348 0.176 0.731  -0.551
N 0.203 -0.526 1.783  -0.058
C 1.425 -0.947 1.381  -0.256
N 1.708 -0.568 0.155  -0.600
H -0.981 0.586 -2.955  0.225
H -1.262 1.656 -1.546  0.272
H -1.462 -0.101 -1.342  0.365
H -1.255 0.752 0.815  0.417
H -0.285 -0.796 2.622  0.198
H 2.068 -1.535 2.020  0.403

---

Molecular formula: C4H6N2O
Method: DFT, ωB97M-V/def2-TZVPD

Properties
Energy relative to the best compared isomer or geometry (same formula, charge and spin) (kcal per mole): 107.1
E_tot (eV): -9268.856
Charge: 0
Molecular weight (g mol⁻¹): 98.1
HOMO-LUMO gap (eV): 8.37

Last column: Mulliken charge in e.
Geometry (Å):
C 0.135 -1.205 -1.848  -0.638
O 1.114 -0.618 -0.996  -0.307
C 0.710 0.015 0.109  0.785
N -0.702 0.162 0.241  -0.323
N -0.806 0.833 1.442  -0.118
C 0.454 1.039 1.920  0.040
C 1.489 0.595 1.096  -1.225
H 0.691 -1.782 -2.589  0.246
H -0.549 -1.858 -1.295  0.319
H -0.454 -0.438 -2.369  0.260
H -1.702 0.865 1.904  0.226
H 0.514 1.548 2.880  0.436
H -0.894 0.844 -0.496  0.299

---

Molecular formula: C4H6N2O
Method: DFT, ωB97M-V/def2-TZVPD

Properties
Energy relative to the best compared isomer or geometry (same formula, charge and spin) (kcal per mole): 118.0
E_tot (eV): -9268.387
Charge: 0
Molecular weight (g mol⁻¹): 98.1
HOMO-LUMO gap (eV): 8.75

Last column: Mulliken charge in e.
Geometry (Å):
C 1.713 -0.049 0.733  -1.179
C 0.439 0.263 -0.046  0.682
N 0.388 1.736 -0.270  -0.070
O -0.744 2.146 -0.343  -0.320
C -0.887 -0.427 -0.193  0.150
N -2.127 -0.643 0.350  -0.529
C -0.019 -0.641 -1.137  -0.620
H 1.877 0.608 1.593  0.356
H 1.748 -1.090 1.064  0.335
H 2.556 0.109 0.046  0.271
H -2.734 -1.164 -0.271  0.259
H -2.576 0.217 0.644  0.278
H 0.323 -1.153 -2.020  0.389

---

Molecular formula: C4H6N2O
Method: DFT, ωB97M-V/def2-TZVPD

Properties
Energy relative to the best compared isomer or geometry (same formula, charge and spin) (kcal per mole): 31.0
E_tot (eV): -9272.157
Charge: 0
Molecular weight (g mol⁻¹): 98.1
HOMO-LUMO gap (eV): 11.42

Last column: Mulliken charge in e.
Geometry (Å):
N -2.242 0.546 -0.949  -0.603
C -2.079 0.012 0.185  0.139
O -0.893 -0.444 0.630  -0.314
C 0.231 -0.246 -0.223  -0.562
C 1.465 -0.126 0.670  -0.252
C 2.637 0.099 -0.180  0.201
N 3.522 0.279 -0.901  -0.387
H -3.210 0.829 -1.078  0.242
H -2.839 -0.154 0.954  0.368
H 0.076 0.645 -0.836  0.362
H 0.359 -1.098 -0.900  0.275
H 1.363 0.702 1.380  0.270
H 1.610 -1.045 1.248  0.261